46
Properties=species:S:1:pos:R:3:nbo_charge:R:1 method="wB97M-V/def2-TZVPD" charge=0 gap_ev=10.03 energy_ha=-3900.2477 spin_multiplicity=1
Kr -7.34521 3.47971 5.12648 0.000
O -4.80315 1.30266 7.13014 -0.997
H -4.12582 1.90249 6.81763 0.476
H -4.94033 0.69567 6.40284 0.493
O -9.40468 0.31606 2.66906 -0.957
H -9.51417 0.43899 1.72612 0.471
H -9.79945 1.09546 3.06012 0.490
O -10.64561 5.23678 4.90490 -0.970
H -11.50267 5.49011 5.24770 0.491
H -10.67662 4.28098 4.86361 0.507
O -6.03083 5.11568 2.56587 -0.971
H -6.95057 5.24724 2.79610 0.504
H -6.00280 4.23991 2.18053 0.467
O -3.60799 3.71994 6.56592 -0.974
H -3.97039 4.57438 6.33174 0.504
H -2.78601 3.66611 6.07838 0.479
O -7.16737 8.14804 5.73827 -0.956
H -7.26305 8.87442 5.12229 0.466
H -6.82455 7.42800 5.20886 0.487
O -4.86351 6.33626 5.05088 -0.980
H -5.14155 5.88216 4.25545 0.502
H -4.38861 7.10492 4.73487 0.476
O -5.61949 3.78291 8.79954 -0.966
H -4.95780 3.38628 8.23290 0.498
H -6.28147 3.10035 8.90968 0.479
O -10.00490 4.58087 7.52277 -0.999
H -10.13583 4.89312 6.62746 0.473
H -9.05988 4.64155 7.66231 0.501
O -9.92341 1.27673 7.08509 -0.968
H -10.70702 0.90767 7.49251 0.477
H -9.90729 2.18796 7.37772 0.500
O -8.45390 6.34245 3.53199 -0.988
H -9.21439 5.88795 3.89436 0.504
H -8.63690 7.27056 3.67810 0.479
O -7.34226 5.75526 7.71296 -0.986
H -6.54427 5.25908 7.89527 0.497
H -7.06814 6.43149 7.09345 0.482
O -5.90041 -0.32969 5.16669 -0.968
H -6.68407 -0.51560 5.68394 0.471
H -6.21356 0.21339 4.44334 0.499
O -6.63324 0.80359 2.78589 -0.966
H -6.34995 1.50503 2.19942 0.466
H -7.57522 0.72883 2.63314 0.495
O -10.55022 2.22901 4.40241 -0.985
H -11.29495 1.65079 4.23728 0.481
H -10.13077 1.86361 5.18137 0.514

---

8
Properties=species:S:1:pos:R:3:nbo_charge:R:1 method="wB97M-V/def2-TZVPD" charge=0 gap_ev=9.40 energy_ha=-1048.6993 spin_multiplicity=1
C 0.62574 0.34462 -0.56255 -0.150
O -1.27608 -1.75498 0.35398 -0.915
O 1.19641 0.44054 0.72245 -0.684
S -1.38078 -0.50492 -0.32303 1.126
Cl -2.00250 0.94854 0.98190 -0.254
H 0.49623 1.43902 -0.94806 0.212
H 0.96607 -0.43435 -1.24742 0.182
H 1.37492 -0.47847 1.02272 0.484

---

60
Properties=species:S:1:pos:R:3:nbo_charge:R:1 method="wB97M-V/def2-TZVPD" charge=+1 gap_ev="6.62 / 6.63" energy_ha=-2340.6045 spin_multiplicity=1
Ru 1.33631 -0.17703 -1.74134 0.844
C 0.18454 0.34995 1.88461 -0.689
C 0.48543 1.00828 0.59008 0.328
N 1.67226 0.61717 -0.11532 -0.061
N 2.74377 1.15419 0.33524 -0.264
C 3.82900 0.87165 -0.45844 -0.193
S 3.60062 0.08787 -1.91877 0.246
S 5.37581 1.38576 0.08398 0.421
C 5.06130 1.83106 1.81426 -0.546
C 4.51458 0.72761 2.68719 -0.061
C 5.07307 -0.54023 2.71951 -0.165
C 4.55006 -1.51377 3.56352 -0.210
C 3.47331 -1.22419 4.38505 -0.207
C 2.91463 0.04970 4.36343 -0.214
C 3.42898 1.01412 3.51325 -0.217
C -0.25367 1.93124 -0.06275 -0.122
C -1.35909 2.58857 0.61696 -0.156
C -1.95928 3.65462 0.06980 -0.217
C -1.54041 4.13994 -1.22275 -0.076
C -0.56914 3.54120 -1.94393 -0.292
C 0.05995 2.35791 -1.45207 0.521
O 0.80358 1.69596 -2.22766 -0.543
H 0.62767 0.90657 2.71576 0.271
H 0.64687 -0.63710 1.90060 0.258
H -0.88826 0.26478 2.03457 0.250
H 4.40618 2.69957 1.83955 0.243
H 6.04750 2.14811 2.15890 0.257
H 5.91842 -0.77783 2.08429 0.215
H 4.99587 -2.49940 3.58324 0.225
H 3.07817 -1.98212 5.04830 0.225
H 2.08695 0.29321 5.01816 0.219
H 2.99366 2.00766 3.49669 0.212
H -1.64002 2.24968 1.60381 0.227
H -2.74954 4.17022 0.59625 0.239
H -2.04532 5.00398 -1.63580 0.237
H -0.29646 3.87849 -2.93370 0.250
C -3.80737 -0.78100 0.37043 -0.616
C -3.18447 -2.01346 -0.26998 -0.369
C -2.86440 -1.88538 -1.79390 -0.258
C -4.12750 -1.66580 -2.62968 -0.393
C -3.85169 -1.61452 -4.12759 -0.616
C -2.23697 -3.23255 -2.13626 0.727
O -2.86313 -4.21406 -2.41425 -0.519
N -0.83532 -3.31861 -1.99870 -0.641
C -0.06062 -2.23154 -1.83659 0.785
O 1.20212 -2.29020 -1.70056 -0.617
N -0.56233 -0.98196 -1.84352 -0.728
C -1.90766 -0.70715 -1.94360 0.719
O -2.29319 0.43598 -2.04126 -0.579
H -3.98904 -0.97463 1.42782 0.223
H -4.76430 -0.53111 -0.08520 0.224
H -3.16224 0.09497 0.28340 0.206
H -3.85584 -2.86877 -0.17076 0.235
H -2.26323 -2.27821 0.26115 0.199
H -4.57791 -0.72809 -2.30775 0.230
H -4.82564 -2.47076 -2.39761 0.231
H -3.17303 -0.79613 -4.37518 0.208
H -4.77678 -1.44618 -4.67694 0.232
H -3.42352 -2.54983 -4.49046 0.212
H -0.40319 -4.22844 -2.09750 0.447

---

21
Properties=species:S:1:pos:R:3:nbo_charge:R:1 method="wB97M-V/def2-TZVPD" charge=+1 gap_ev="8.47 / 7.95" energy_ha=-829.7624 spin_multiplicity=1
C 4.14960 2.04278 0.25319 0.247
C 2.62934 1.21362 -1.48375 -0.133
C 1.32618 0.78418 -1.80901 -0.292
C 1.98125 1.17067 0.90098 -0.161
C 2.86548 1.41946 -0.12282 -0.136
C 0.54257 0.43226 -0.70567 0.136
C 0.75245 0.51822 0.59447 -0.103
C -0.27496 0.24853 1.68065 -0.102
C -1.92920 -0.36327 0.11074 0.170
N 5.01096 2.63216 0.67404 -0.253
N -2.49727 -1.60389 -0.46730 -0.758
O -1.22641 -0.69680 1.25236 -0.511
I -3.07766 1.32507 -0.10667 0.301
H 3.33766 1.35158 -2.22174 0.244
H 1.09925 0.57935 -2.91489 0.260
H 2.35786 1.44513 1.83211 0.244
H 0.23446 -0.26403 2.51515 0.235
H -0.66989 1.18791 2.10156 0.224
H -2.26331 -1.81849 -1.43330 0.463
H -3.54770 -1.59330 -0.29819 0.456
H -2.03838 -2.31912 0.14538 0.467

---

10
Properties=species:S:1:pos:R:3:nbo_charge:R:1 method="wB97M-V/def2-TZVPD" smiles="C#CC#CC=C" charge=0 gap_ev=8.88 energy_ha=-230.8492 spin_multiplicity=1
C -1.13180 -2.68057 -1.31874 -0.168
C -0.55868 -1.58750 -1.08699 -0.078
C -0.16274 -0.40971 -0.52228 -0.076
C 0.12568 0.67716 -0.03963 0.056
C 0.45379 1.79678 0.63247 -0.313
C 1.03778 1.76446 1.79498 -0.309
H -1.39414 -3.68419 -1.56093 0.241
H 0.05385 2.81215 0.19071 0.231
H 1.23220 2.67874 2.52425 0.213
H 1.52390 0.82963 2.08714 0.202

---

15
Properties=species:S:1:pos:R:3:nbo_charge:R:1 method="wB97M-V/def2-TZVPD" charge=-1 gap_ev=6.50 energy_ha=-250.2689 spin_multiplicity=1
C 2.85622 -1.63286 -0.73362 -0.175
O 1.69584 -1.13033 -0.27197 -0.997
H 3.10705 -1.33751 -1.78800 0.072
H 3.75884 -1.32505 -0.15047 0.074
H 2.89995 -2.75519 -0.74743 0.072
C -2.31751 1.54950 0.50242 -0.609
C -0.91052 0.99653 0.32470 -0.202
N -0.94731 -0.40251 -0.03095 -0.890
H -2.81066 1.02299 1.31874 0.183
H -2.29029 2.61740 0.74335 0.184
H -2.87334 1.40065 -0.42381 0.198
H -0.39985 1.52206 -0.48287 0.177
H -0.32710 1.20384 1.23702 0.142
H 0.01232 -0.77769 -0.15087 0.452
H -1.45364 -0.95184 0.65376 0.320

---

What are the ΔE to the lowest compared entry with this formula, charge and spin values for these records? In order: 0.000, 2.116, 0.383, 5.371, 0.749, 0.611 eV.